(1)
This record from OMol25 describes the molecule C22H20FN3O2S in a non-equilibrium geometry. The level of theory is ωB97M-V/def2-TZVPD.

The value obtained for the HOMO energy is -0.295 Ha. The calculation puts the energy relative to the best compared isomer or geometry (same formula, charge and spin) at 160.8 kJ/mol. The SMILES is COc1ccc(/C=N/NC(=S)Nc2ccccc2)cc1COc1ccccc1F. For the calculated total energy, the calculation gives -1663.1119 hartree. The calculation puts the frontier orbital gap at 8.03 eV. The value obtained for the maximum force is 0.020 Eh/bohr.

XYZ file:
```
49
Properties=species:S:1:pos:R:3:lowdin_charge:R:1
C 2.6470 3.6878 0.2272 -0.07
O 2.8906 2.3389 0.5494 -0.07
C 1.8573 1.4630 0.5332 -0.22
C 0.5341 1.8046 0.2566 0.00
C -0.4550 0.8445 0.2721 -0.01
C -0.1593 -0.4875 0.5641 -0.21
C -1.1756 -1.5096 0.5833 -0.09
N -2.4049 -1.2479 0.3512 0.04
N -3.3087 -2.2319 0.3806 -0.06
C -4.6396 -2.0052 0.1463 -0.83
S -5.6471 -3.3093 0.2224 0.66
N -4.9261 -0.7149 -0.1147 0.07
C -6.1167 -0.0536 -0.3990 -0.23
C -6.0344 1.3238 -0.6117 -0.03
C -7.1681 2.0567 -0.8986 -0.09
C -8.4010 1.4294 -0.9784 -0.10
C -8.4851 0.0640 -0.7686 -0.08
C -7.3562 -0.6810 -0.4802 -0.05
C 1.1686 -0.8231 0.8406 0.03
C 2.1686 0.1258 0.8348 -0.11
C 3.5988 -0.2632 1.0934 -0.13
O 4.1917 -0.5355 -0.1648 0.00
C 5.5060 -0.8541 -0.2072 -0.20
C 6.3536 -0.9716 0.8892 -0.02
C 7.6865 -1.3122 0.7179 -0.09
C 8.2035 -1.5440 -0.5416 -0.10
C 7.3775 -1.4332 -1.6496 -0.01
C 6.0545 -1.0934 -1.4744 -0.20
F 5.2559 -0.9872 -2.5578 0.08
H 2.2494 3.7922 -0.7866 0.10
H 3.6156 4.1819 0.2853 0.10
H 1.9601 4.1537 0.9410 0.10
H 0.2699 2.8236 0.0225 0.11
H -1.4751 1.1169 0.0539 0.11
H -0.8490 -2.5307 0.8068 0.13
H -3.0400 -3.1958 0.5818 0.12
H -4.0943 -0.1280 -0.0934 0.12
H -5.0726 1.8148 -0.5500 0.11
H -7.0892 3.1216 -1.0606 0.10
H -9.2878 2.0024 -1.2028 0.10
H -9.4413 -0.4336 -0.8291 0.10
H -7.4363 -1.7421 -0.3195 0.02
H 1.4219 -1.8498 1.0625 0.12
H 3.6388 -1.1584 1.7291 0.14
H 4.1258 0.5623 1.5876 0.13
H 5.9791 -0.7984 1.8854 0.11
H 8.3217 -1.3963 1.5868 0.10
H 9.2410 -1.8098 -0.6680 0.10
H 7.7460 -1.6069 -2.6481 0.12
```

(2)
This record from OMol25 describes the molecule C22H20FNO. The level of theory is ωB97M-V/def2-TZVPD.

The value obtained for the HOMO energy is -0.333 Ha. The SMILES is CN(Cc1cccc(F)c1)C(=O)C(c1ccccc1)c1ccccc1. For the calculated total energy, the calculation gives -1080.2242 hartree. The calculation puts the frontier orbital gap at 9.74 eV. The value obtained for the maximum force is 0.008 Eh/bohr.

XYZ file:
```
45
Properties=species:S:1:pos:R:3:lowdin_charge:R:1
C 0.7540 0.8097 -2.1646 -0.02
N 0.4811 1.3988 -0.8740 -0.09
C 1.5102 2.2536 -0.3185 -0.10
C 2.7831 1.5076 -0.0142 -0.20
C 4.0119 2.1522 -0.0925 -0.05
C 5.1843 1.4796 0.2049 -0.08
C 5.1535 0.1469 0.5771 -0.02
C 3.9248 -0.4828 0.6483 -0.26
F 3.8744 -1.7835 1.0069 0.06
C 2.7425 0.1718 0.3633 0.05
C -0.6523 1.1978 -0.1559 -0.43
O -0.8411 1.7503 0.9099 0.08
C -1.6482 0.1979 -0.7548 -0.15
C -3.0071 0.4186 -0.1228 -0.18
C -3.7129 1.5641 -0.4722 -0.03
C -4.9484 1.8303 0.0864 -0.08
C -5.4990 0.9497 1.0022 -0.09
C -4.8037 -0.1931 1.3531 -0.08
C -3.5638 -0.4574 0.7961 -0.02
C -1.1001 -1.1922 -0.5470 -0.22
C -1.1816 -2.1437 -1.5560 -0.04
C -0.6633 -3.4134 -1.3681 -0.08
C -0.0533 -3.7453 -0.1705 -0.08
C 0.0236 -2.8067 0.8447 -0.07
C -0.5000 -1.5392 0.6598 -0.06
H 0.0958 1.2218 -2.9355 0.10
H 0.6389 -0.2752 -2.1434 0.09
H 1.7830 1.0356 -2.4361 0.10
H 1.7150 3.0831 -1.0048 0.13
H 1.0976 2.6669 0.6093 0.13
H 4.0495 3.1914 -0.3844 0.11
H 6.1307 1.9948 0.1429 0.11
H 6.0542 -0.3985 0.8089 0.12
H 1.8074 -0.3609 0.4391 0.11
H -1.7467 0.3913 -1.8282 0.14
H -3.2853 2.2571 -1.1839 0.12
H -5.4827 2.7269 -0.1925 0.10
H -6.4644 1.1555 1.4407 0.10
H -5.2252 -0.8847 2.0681 0.10
H -3.0339 -1.3539 1.0811 0.11
H -1.6558 -1.8893 -2.4941 0.12
H -0.7331 -4.1435 -2.1612 0.10
H 0.3593 -4.7326 -0.0275 0.10
H 0.4968 -3.0605 1.7816 0.11
H -0.4529 -0.8106 1.4569 0.13
```

(3)
This record from OMol25 describes the molecule C22H20N2O3. The level of theory is ωB97M-V/def2-TZVPD.

The value obtained for the HOMO energy is -0.300 Ha. The calculation puts the energy relative to the best compared isomer or geometry (same formula, charge and spin) at 1.5 kJ/mol. The SMILES is CC(=O)Nc1cccc(NC(=O)c2ccccc2OCc2ccccc2)c1. For the calculated total energy, the calculation gives -1185.6276 hartree. The calculation puts the frontier orbital gap at 8.71 eV. The value obtained for the maximum force is 0.011 Eh/bohr.

XYZ file:
```
47
Properties=species:S:1:pos:R:3:lowdin_charge:R:1
C -1.6414 4.7777 -5.4633 0.00
C -1.1809 4.9526 -4.0287 -0.51
O -0.7941 6.0078 -3.5823 0.07
N -1.2570 3.7881 -3.3218 0.12
C -0.9142 3.5355 -1.9904 -0.21
C -0.4295 4.5164 -1.1320 -0.02
C -0.1088 4.1740 0.1701 -0.08
C -0.2620 2.8798 0.6260 -0.04
C -0.7505 1.8931 -0.2317 -0.21
N -0.8856 0.6007 0.2758 0.15
C -1.3162 -0.5239 -0.3568 -0.40
O -1.7129 -0.5512 -1.5079 0.06
C -1.3119 -1.7689 0.4740 -0.05
C -2.1679 -2.7771 0.0371 -0.01
C -2.2450 -3.9960 0.6789 -0.08
C -1.4362 -4.2298 1.7763 -0.07
C -0.5663 -3.2524 2.2239 -0.01
C -0.4958 -2.0149 1.5927 -0.20
O 0.3407 -1.0152 2.0125 -0.08
C 1.3706 -1.3111 2.9373 -0.13
C 2.3479 -2.3485 2.4427 -0.22
C 2.6335 -2.4462 1.0876 -0.02
C 3.5299 -3.3956 0.6312 -0.07
C 4.1551 -4.2475 1.5253 -0.09
C 3.8801 -4.1481 2.8787 -0.08
C 2.9767 -3.2055 3.3358 -0.05
C -1.0764 2.2285 -1.5380 0.05
H -2.6754 4.4399 -5.4878 0.08
H -1.0193 4.0427 -5.9700 0.08
H -1.5637 5.7291 -5.9809 0.08
H -1.5979 2.9749 -3.8171 0.14
H -0.3066 5.5259 -1.4838 0.10
H 0.2681 4.9335 0.8386 0.11
H -0.0058 2.6240 1.6443 0.11
H -0.5615 0.4870 1.2265 0.12
H -2.7696 -2.5701 -0.8350 0.12
H -2.9211 -4.7579 0.3237 0.10
H -1.4722 -5.1785 2.2905 0.11
H 0.0643 -3.4666 3.0713 0.11
H 0.9489 -1.6040 3.9082 0.13
H 1.8865 -0.3524 3.0687 0.14
H 2.1475 -1.7798 0.3899 0.12
H 3.7408 -3.4677 -0.4252 0.11
H 4.8553 -4.9880 1.1688 0.10
H 4.3658 -4.8099 3.5804 0.10
H 2.7593 -3.1328 4.3925 0.11
H -1.4534 1.4661 -2.1999 0.10
```

(4)
This record from OMol25 describes the molecule C22H20N4O2 in a non-equilibrium geometry. The level of theory is ωB97M-V/def2-TZVPD.

The value obtained for the HOMO energy is -0.296 Ha. The calculation puts the energy relative to the best compared isomer or geometry (same formula, charge and spin) at 318.6 kJ/mol. The SMILES is Cc1ncccc1Oc1ccc(N(C)C(=O)c2cn(C)c3ccccc23)cn1. For the calculated total energy, the calculation gives -1219.7576 hartree. The calculation puts the frontier orbital gap at 8.49 eV. The value obtained for the maximum force is 0.098 Eh/bohr.

XYZ file:
```
48
Properties=species:S:1:pos:R:3:lowdin_charge:R:1
C -1.0801 0.3934 1.3817 -0.01
C -2.4348 1.0898 1.3832 -0.22
N -3.1222 0.8327 2.5076 0.11
C -4.2672 1.4287 2.8400 -0.16
C -4.9075 2.1867 1.9717 -0.08
C -4.3175 2.4805 0.7351 0.04
C -2.9955 2.0142 0.4896 -0.18
O -2.5069 2.5562 -0.6762 0.04
C -1.5112 1.8765 -1.2496 -0.38
C -1.8626 0.6635 -1.8643 0.03
C -0.8084 -0.0914 -2.4053 0.04
C 0.5108 0.4932 -2.3304 -0.16
N 1.6129 -0.2214 -3.0072 -0.06
C 1.5491 0.0832 -4.4584 -0.01
C 1.9749 -1.4130 -2.4195 -0.42
O 2.3355 -2.3403 -3.1754 0.05
C 1.8938 -1.6120 -1.0047 -0.10
C 1.1579 -2.6563 -0.4658 0.00
N 1.1930 -2.5814 0.8826 -0.09
C 0.4023 -3.4481 1.7408 -0.02
C 1.9638 -1.5402 1.2536 -0.17
C 2.3561 -1.1394 2.6515 0.04
C 3.1165 0.0711 2.7789 -0.10
C 3.6447 0.6937 1.6510 -0.09
C 3.3343 0.2278 0.3155 -0.01
C 2.5454 -0.9256 0.1277 -0.10
C 0.7642 1.7080 -1.5869 -0.02
N -0.2946 2.3912 -1.1005 0.16
H -1.0240 -0.3065 0.5776 0.06
H -0.8816 -0.1671 2.2574 0.05
H -0.2382 1.1447 1.2700 0.11
H -4.6026 1.3869 3.7753 0.07
H -5.7206 2.7945 2.3119 0.10
H -4.6691 3.1989 0.0006 0.12
H -2.8321 0.2899 -1.8851 0.11
H -1.0803 -0.9664 -2.8645 0.09
H 2.5323 -0.0968 -4.7556 0.06
H 0.8746 -0.6113 -4.9569 0.10
H 1.4256 1.2050 -4.5918 0.12
H 0.6380 -3.3609 -1.1933 0.17
H -0.2289 -2.9153 2.4925 0.09
H -0.2543 -4.1337 1.1741 0.10
H 0.8952 -4.0248 2.5209 0.08
H 2.0042 -1.6929 3.4887 0.08
H 3.3807 0.5204 3.7230 0.09
H 4.0920 1.6738 1.7543 0.09
H 3.7159 0.6872 -0.5548 0.09
H 1.7265 2.1533 -1.5105 0.10
```